w) Computed, not measured: C4H9NO2S in the gas phase, with ωB97M-V/def2-TZVPD.

```
! RIJCOSX wB97M-V def2-TZVPD def2/J DEFGRID3
* xyz 0 1
C -2.194 2.202 0.724
C -1.182 1.690 0.062
S -0.956 -0.105 0.058
O -1.391 -0.577 -1.231
O -1.538 -0.686 1.232
N 1.190 -0.364 0.090
C 1.283 -1.600 0.816
C 1.568 -0.451 -1.292
H -2.417 3.258 0.715
H -2.843 1.567 1.304
H -0.479 2.215 -0.558
H 0.857 -2.456 0.275
H 2.336 -1.806 1.023
H 0.759 -1.483 1.762
H 2.072 0.476 -1.573
H 2.241 -1.292 -1.468
H 0.694 -0.587 -1.940
*
```

E_HOMO (alpha / beta), eV: -9.21 / -9.21
Structure (SMILES): C=CS(=O)(=O)N(C)C

Löwdin population analysis, charges in e, atoms 1 to 6:
1 C 0.00
2 C -0.22
3 S 0.73
4 O -0.34
5 O -0.32
6 N -0.21

---

x) Computed, not measured: 2 unconnected molecules or ions with the total composition C4H9NO2S, with ωB97M-V/def2-TZVPD.

```
! RIJCOSX wB97M-V def2-TZVPD def2/J DEFGRID3
* xyz 0 1
O 3.616 1.996 1.454
C 3.690 1.345 0.493
O 4.445 1.130 -0.569
C 3.070 0.492 -0.506
S 2.995 -1.283 -0.349
H 2.423 0.909 -1.177
H 3.173 -1.522 1.104
C -1.200 0.097 -1.138
N -0.370 -0.065 0.039
C -1.200 -0.499 1.182
H -2.085 -0.515 -1.084
H -1.386 1.139 -1.188
H -0.761 -0.048 -1.986
H 0.250 -0.758 -0.113
H -1.909 0.294 1.453
H -1.723 -1.428 1.087
H -0.418 -0.399 2.035
*
```

E_HOMO, eV: -9.20
Structure (SMILES): O=C1O[C@H]1S.CNC

Löwdin population analysis, charges in e, atoms 1 to 6:
1 O 0.18
2 C -0.55
3 O 0.09
4 C -0.49
5 S 0.76
6 H 0.07

---

Most stable structure, least stable structure: w), x).

---

w) Computed, not measured: 2 unconnected molecules or ions with the total composition C2H10NO, with ωB97M-V/def2-TZVPD.

```
! RIJCOSX wB97M-V def2-TZVPD def2/J DEFGRID3
* xyz 1 1
C -1.607 0.058 -0.807
N -0.237 -0.421 -0.526
C 0.791 0.684 -0.653
H -1.670 0.509 -1.770
H -2.283 -0.797 -0.752
H -1.965 0.697 -0.028
H 0.019 -1.101 -1.244
H -0.036 -0.816 0.401
H 1.659 0.337 -0.104
H 0.461 1.557 -0.105
H 0.967 0.910 -1.698
H 0.789 -0.380 3.032
H 2.036 -0.607 2.107
O 1.076 -0.630 2.148
*
```

E_HOMO, eV: -16.23

Löwdin population analysis, charges in e, atoms 1 to 6:
1 C 0.00
2 N -0.03
3 C 0.00
4 H 0.10
5 H 0.11
6 H 0.10

---

x) Computed, not measured: a molecular structure, C2H10NO, with ωB97M-V/def2-TZVPD.

```
! RIJCOSX wB97M-V def2-TZVPD def2/J DEFGRID3
* xyz 1 1
C -0.210 -0.911 0.170
C -0.170 -2.120 1.101
N -1.058 -1.892 2.280
H -1.232 -0.733 -0.204
H 0.451 -1.103 -0.691
H 0.139 -0.001 0.687
H -0.515 -3.039 0.589
H 0.853 -2.309 1.478
H -2.040 -1.741 1.972
H -1.040 -2.709 2.924
H -0.749 -1.052 2.810
O -3.140 -1.580 1.447
H -3.705 -0.781 1.553
H -3.761 -2.285 1.153
*
```

E_HOMO, eV: -16.57

Löwdin population analysis, charges in e, atoms 1 to 6:
1 C -0.08
2 C -0.21
3 N 0.13
4 H 0.08
5 H 0.10
6 H 0.09

---

Most stable structure, least stable structure: w), x).

---

w) Computed, not measured: 2 unconnected molecules or ions with the total composition C2H10NO, with ωB97M-V/def2-TZVPD.

```
! RIJCOSX wB97M-V def2-TZVPD def2/J DEFGRID3
* xyz 1 1
C 1.851 -1.168 -0.549
N 1.393 0.252 -0.504
H 0.428 0.366 -0.839
H 1.372 0.579 0.466
H 2.026 0.865 -1.018
H 1.148 -1.785 0.000
H 2.830 -1.265 -0.091
H 1.946 -1.491 -1.582
C -2.363 0.283 0.708
O -1.296 1.164 0.309
H -1.454 2.031 0.700
H -2.630 0.468 1.742
H -3.235 0.443 0.069
H -2.016 -0.740 0.589
*
```

E_HOMO, eV: -14.61

Löwdin population analysis, charges in e, atoms 1 to 6:
1 C -0.01
2 N 0.14
3 H 0.14
4 H 0.16
5 H 0.17
6 H 0.10

---

x) Computed, not measured: 2 unconnected molecules or ions with the total composition C2H10NO, with ωB97M-V/def2-TZVPD.

```
! RIJCOSX wB97M-V def2-TZVPD def2/J DEFGRID3
* xyz 1 1
C 1.156 -1.263 -0.006
N 0.620 0.154 -0.278
C -0.513 0.087 -1.209
H 1.671 -1.464 -0.964
H 0.314 -1.967 0.056
H 1.747 -1.420 1.019
H 0.342 0.718 0.573
H 1.401 0.647 -0.723
H -0.054 -0.459 -2.036
H -1.338 -0.514 -0.798
H -1.083 0.902 -1.678
H -0.725 1.941 2.273
H -2.222 1.482 1.886
O -1.315 1.156 1.886
*
```

E_HOMO, eV: -15.95

Löwdin population analysis, charges in e, atoms 1 to 6:
1 C 0.01
2 N -0.06
3 C -0.05
4 H 0.11
5 H 0.10
6 H 0.16

---

y) Computed, not measured: 2 unconnected molecules or ions with the total composition C2H10NO, with ωB97M-V/def2-TZVPD.

```
! RIJCOSX wB97M-V def2-TZVPD def2/J DEFGRID3
* xyz 1 1
O -0.746 0.529 2.157
H -0.405 1.311 2.620
H -0.311 1.029 -1.050
H -1.621 0.409 2.558
C -0.640 -0.964 -1.280
N 0.017 0.184 -0.595
C 1.523 0.114 -0.690
H -0.154 -1.101 -2.235
H -0.506 -1.865 -0.697
H -1.702 -0.783 -1.351
H -0.224 0.314 0.396
H 1.903 -0.359 0.200
H 1.896 1.122 -0.772
H 1.786 -0.279 -1.663
*
```

E_HOMO, eV: -16.46

Löwdin population analysis, charges in e, atoms 1 to 6:
1 O -0.04
2 H 0.08
3 H 0.17
4 H 0.08
5 C 0.01
6 N -0.04

---

Most stable structure, least stable structure: y), x).

---

w) Computed, not measured: a gas-phase ion, C5H9N2OS (charge +1), with ωB97M-V/def2-TZVPD.

```
! RIJCOSX wB97M-V def2-TZVPD def2/J DEFGRID3
* xyz 1 1
C 0.278 -2.238 -0.643
N -0.436 -1.295 0.306
C 0.055 0.117 0.311
C -1.033 1.032 -0.113
C -0.792 2.523 -0.407
O -2.077 0.483 -0.453
N 0.991 0.491 1.436
C 1.605 0.342 0.277
S 2.974 0.176 -0.564
H 0.359 -1.893 -1.766
H 1.344 -2.391 -0.220
H -0.284 -3.288 -0.551
H -0.394 -1.647 1.286
H -1.452 -1.451 -0.006
H -1.171 3.064 0.452
H -1.468 2.913 -1.268
H 0.240 2.696 -0.474
H 1.260 0.367 2.398
*
```

E_HOMO, eV: -13.01
Structure (SMILES): C[NH2+][C@@]1(C(C)=O)NC1=S

Löwdin population analysis, charges in e, atoms 1 to 6:
1 C -0.02
2 N 0.04
3 C -0.24
4 C -0.32
5 C 0.04
6 O 0.09

---

x) Computed, not measured: a gas-phase ion, C5H9N2OS (charge +1), with ωB97M-V/def2-TZVPD.

```
! RIJCOSX wB97M-V def2-TZVPD def2/J DEFGRID3
* xyz 1 1
C -2.471 2.277 0.241
C 1.399 -0.504 -0.461
C -1.294 0.286 -0.602
C 2.536 0.387 -0.567
C -0.119 -1.736 1.433
N -1.707 1.475 -0.415
N -1.192 -0.600 -1.409
O 1.105 -1.510 -1.075
S 0.272 -0.031 0.979
H -2.520 3.280 -0.148
H -3.168 2.047 1.035
H 2.213 1.378 -0.491
H 3.270 0.317 0.256
H 3.006 0.348 -1.563
H 0.683 -2.105 2.154
H -0.318 -2.394 0.589
H -0.991 -1.618 1.946
H -0.702 -1.296 -1.903
*
```

E_HOMO, eV: -13.71

Löwdin population analysis, charges in e, atoms 1 to 6:
1 C 0.15
2 C -0.60
3 C -0.40
4 C -0.05
5 C -0.29
6 N 0.07

---

Most stable structure, least stable structure: w), x).

---

w) Computed, not measured: 2 unconnected molecules or ions with the total composition C7H14O, with ωB97M-V/def2-TZVPD.

```
! RIJCOSX wB97M-V def2-TZVPD def2/J DEFGRID3
* xyz 0 1
C -2.288 -0.675 -0.167
C -0.993 -0.431 -0.386
C -0.278 0.751 0.144
C 0.564 1.514 -0.540
C 0.991 2.885 -0.018
C -0.187 -1.336 -1.293
C 1.069 -1.961 -0.655
H -2.799 -1.538 -0.595
H -2.951 -0.003 0.367
H -0.692 1.156 1.068
H 0.953 1.408 -1.541
H 1.871 3.255 -0.547
H 0.193 3.599 -0.166
H 1.219 2.865 1.053
H 0.197 -0.736 -2.164
H -0.629 -2.124 -1.928
H 1.876 -2.232 -1.339
H 0.731 -2.922 -0.244
H 1.435 -1.393 0.185
O 0.542 -0.520 2.482
H 1.079 -0.122 1.780
H 0.054 -1.284 2.154
*
```

E_HOMO, eV: -8.86
Structure (SMILES): C=C(/C=C/C)CC.O

Löwdin population analysis, charges in e, atoms 1 to 6:
1 C 0.06
2 C -0.33
3 C -0.14
4 C -0.13
5 C -0.09
6 C -0.22

---

x) Computed, not measured: 2 unconnected molecules or ions with the total composition C7H14O, with ωB97M-V/def2-TZVPD.

```
! RIJCOSX wB97M-V def2-TZVPD def2/J DEFGRID3
* xyz 0 1
C 0.703 1.968 -1.346
C 0.378 1.670 -0.101
C -0.773 2.278 0.634
C 1.195 0.624 0.649
C 0.781 -0.755 0.219
C 1.631 -1.624 -0.320
C 1.227 -2.971 -0.887
H 0.165 2.673 -1.982
H 1.448 1.440 -1.938
H -1.559 2.669 -0.006
H -1.172 1.616 1.399
H -0.403 3.155 1.176
H 1.002 0.758 1.718
H 2.269 0.755 0.518
H -0.225 -1.087 0.477
H 2.628 -1.250 -0.531
H 0.268 -2.924 -1.401
H 1.199 -3.725 -0.098
H 1.982 -3.258 -1.615
O -4.105 -0.494 0.815
H -3.730 -0.506 1.701
H -4.911 -1.014 0.921
*
```

E_HOMO, eV: -8.81
Structure (SMILES): C=C(C)C/C=C/C.O

Löwdin population analysis, charges in e, atoms 1 to 6:
1 C 0.03
2 C -0.37
3 C -0.06
4 C -0.18
5 C -0.13
6 C -0.17

---

Most stable structure, least stable structure: x), w).